A structure of composition C21H21F3N10O3PtS2Se in a non-equilibrium geometry. Source: the Open Molecules 2025 dataset; level of theory: ωB97M-V/def2-TZVPD.

- ΔE to the lowest compared entry with this formula, charge and spin (kcal/mol) = 28.1
- lowest unoccupied orbital energy (spin up / spin down) (eV) = -0.481 / -4.416
- total energy (eV) = -141572.44866
- 2S+1 = 3
- net charge = 0

Each line ends with the natural charge from an NBO analysis.
Element x y z (Å)
Pt1 -2.095 0.702 -0.184  0.645
F1 -2.300 4.501 -1.993  -0.312
C1 -3.365 4.906 -1.370  0.712
F2 -3.102 6.051 -0.750  -0.309
F3 -4.341 5.142 -2.264  -0.324
S1 -3.920 3.494 -0.311  2.318
O1 -2.691 2.836 0.336  -1.016
O2 -4.721 4.163 0.690  -0.957
O3 -4.579 2.662 -1.276  -1.004
N1 1.281 -0.916 2.468  -0.567
C2 0.359 0.021 2.019  0.231
N2 -0.498 -0.466 1.149  -0.454
C3 -0.076 -1.779 0.896  0.071
C4 -0.588 -2.725 0.018  -0.184
C5 0.029 -3.922 -0.030  -0.227
C6 1.222 -4.186 0.670  -0.213
C7 1.703 -3.293 1.622  -0.273
C8 1.069 -2.050 1.685  0.143
H1 2.246 -0.668 2.607  0.405
H2 0.239 1.011 2.312  0.225
H3 -1.450 -2.535 -0.638  0.241
H4 -0.386 -4.692 -0.638  0.215
H5 1.647 -5.186 0.640  0.218
H6 2.646 -3.550 2.163  0.222
C9 5.276 0.707 2.051  -0.403
N3 5.633 0.891 0.617  -0.311
C10 6.316 1.998 0.077  0.000
C11 5.938 2.061 -1.202  0.018
N4 5.054 1.020 -1.430  -0.304
C12 4.143 0.973 -2.578  -0.430
C13 4.786 0.327 -0.301  0.162
Se1 3.564 -1.024 -0.039  0.318
H7 4.260 1.104 2.243  0.236
H8 6.085 1.184 2.560  0.220
H9 5.309 -0.322 2.321  0.223
H10 7.087 2.424 0.646  0.244
H11 6.298 2.650 -2.063  0.257
H12 3.500 0.078 -2.514  0.245
H13 4.655 1.024 -3.521  0.225
H14 3.456 1.827 -2.560  0.253
N5 -0.483 1.619 -0.910  -0.463
C14 0.311 2.444 -1.058  0.424
C15 1.248 3.410 -1.326  -0.602
C16 2.435 3.265 -0.606  0.380
N6 3.408 2.957 -0.037  -0.546
C17 1.117 4.457 -2.223  0.293
N7 0.959 5.233 -3.054  -0.347
C18 -5.156 -4.876 1.408  -0.616
C19 -4.091 -3.873 1.635  -0.442
C20 -4.097 -2.671 0.683  0.048
N8 -3.427 -1.610 0.939  -0.252
N9 -3.609 -0.602 0.038  -0.410
C21 -4.455 -0.917 -0.887  0.307
N10 -4.881 -0.071 -1.838  -0.807
S2 -5.129 -2.575 -0.708  0.302
H15 -5.192 -5.609 2.167  0.224
H16 -5.132 -5.365 0.453  0.210
H17 -6.173 -4.423 1.437  0.210
H18 -3.130 -4.338 1.443  0.223
H19 -4.048 -3.493 2.690  0.241
H20 -4.735 0.943 -1.750  0.468
H21 -5.429 -0.351 -2.624  0.399